Below is 2 unconnected molecules or ions with the total composition C4H8Cl3O4P, with properties calculated with wB97M-V/def2-TZVPD.

Results
ΔE to the lowest compared entry with this formula, charge and spin = 40.3 kcal/mol
DFT total energy = -59322.99181 eV
SMILES = OC(Cl)=C(Cl)Cl.COP(O)OC
Gap between HOMO and LUMO = 9.572 eV

Each line ends with the Mulliken charge.
Element x y z (Å)
O1 -1.57787 -3.16296 0.30468  -0.5239
C1 -0.24680 -2.94948 0.63208  0.4662
Cl1 0.85105 -3.87509 -0.29490  -0.1500
C2 0.17998 -2.07948 1.50446  0.1643
Cl2 -0.81935 -1.33201 2.60012  -0.1760
Cl3 1.86136 -1.95267 1.88391  -0.1462
H1 -2.20887 -2.47284 0.50406  0.3215
C3 -1.32474 2.61004 0.77548  -0.4280
O2 -0.17665 2.30662 -0.00446  -0.4169
P1 0.74451 0.92504 0.20337  0.6815
O3 2.07736 1.61000 0.76558  -0.5468
O4 1.20222 0.86692 -1.36021  -0.3086
C4 0.57768 0.02499 -2.29919  -0.6422
H2 -1.51018 1.62069 1.29878  0.1526
H3 -2.20291 2.85320 0.03700  0.1703
H4 -1.03527 3.36225 1.42067  0.2527
H5 2.32614 2.29119 0.03788  0.3491
H6 -0.32132 0.43785 -2.72235  0.3057
H7 0.25802 -1.08311 -2.19210  0.1940
H8 1.34563 -0.00115 -3.09486  0.2808

---

Below is C4H8ClFN2 in the gas phase, with properties calculated with wB97M-V/def2-TZVPD.

Results
ΔE to the lowest compared entry with this formula, charge and spin = 8.0 kcal/mol
DFT total energy = -22497.07594 eV
SMILES = N[C@@H]1[C@@H](N)C[C@]1(F)Cl
Gap between HOMO and LUMO = 10.410 eV

Each line ends with the Mulliken charge.
Element x y z (Å)
N1 -1.23198 -1.53700 -0.30171  -0.6892
C1 -0.63994 -0.24344 -0.53890  -0.2348
C2 0.84678 -0.27184 -0.10066  0.2303
N2 1.70253 0.65717 -0.84345  -0.6882
C3 0.44811 0.35384 1.22991  -1.0611
C4 -0.86379 0.74534 0.59386  0.6299
F1 -0.86341 2.01422 0.09179  -0.2748
Cl1 -2.34102 0.59761 1.59622  -0.2248
H1 -2.21666 -1.43227 -0.22558  0.2378
H2 -1.05983 -2.04099 -1.14224  0.2490
H3 -0.70346 0.31655 -1.48185  0.4580
H4 1.26650 -1.24637 -0.01643  0.3462
H5 2.70965 0.58500 -0.65936  0.2344
H6 1.65354 0.53624 -1.86538  0.1904
H7 0.31477 -0.32498 2.11411  0.2661
H8 0.97822 1.29090 1.54969  0.3308

---

Below is C4H8ClFN2 in the gas phase, with properties calculated with wB97M-V/def2-TZVPD.

Results
ΔE to the lowest compared entry with this formula, charge and spin = 32.5 kcal/mol
DFT total energy = -22496.01361 eV
SMILES = CN(C)/N=C\[C@H](F)Cl
Gap between HOMO and LUMO = 9.699 eV

Each line ends with the Mulliken charge.
Element x y z (Å)
C1 -2.94973 -0.52349 -0.44068  -0.8688
N1 -1.60214 0.04565 -0.22828  0.2017
C2 -1.63063 1.49082 -0.01058  -0.8393
N2 -1.07939 -0.64130 0.90081  -0.5860
C3 0.15595 -0.83394 0.81025  -0.1987
C4 1.09855 -0.47284 -0.34941  0.2437
F1 2.01307 -1.45653 -0.46827  -0.2480
Cl1 2.01108 1.01737 0.03292  -0.1904
H1 -2.91839 -1.59924 -0.70963  0.3004
H2 -3.63132 -0.41946 0.41026  0.3229
H3 -3.46897 -0.08385 -1.30407  0.2972
H4 -0.61681 1.89226 0.16049  0.2150
H5 -2.17648 1.79604 0.90766  0.3306
H6 -1.98628 1.97338 -0.93543  0.3264
H7 0.65717 -1.35865 1.62368  0.3779
H8 0.56109 -0.18079 -1.26320  0.3152

---

Below is a molecular structure, C4H8ClIO12S2Ti, with properties calculated with wB97M-V/def2-TZVPD.

Results
2S+1 = 4
ΔE to the lowest compared entry with this formula, charge and spin = 5.9 kcal/mol
DFT total energy = -94248.33773 eV
Net charge = -1
Gap between HOMO and LUMO (spin up / spin down) = 4.106 / 7.138 eV

Each line ends with the Mulliken charge.
Element x y z (Å)
Ti1 2.42083 1.56799 0.83031  0.3752
I1 3.79349 1.61838 -1.77046  -0.6703
Cl1 -0.63058 2.38291 2.60054  1.7410
O1 -1.00809 2.45474 3.98970  -0.6916
O2 -0.86272 3.67847 2.01241  -0.6410
O3 0.79696 2.07085 2.52697  -0.6515
O4 -1.35418 1.34646 1.91940  -0.6161
C1 2.26382 -4.50072 0.99880  -0.2582
C2 1.05366 -4.30461 1.91086  -0.4332
O5 1.12249 -2.90460 2.18487  -0.3105
S1 1.25264 -2.22141 0.74989  1.0462
O6 1.88238 -0.98119 0.91128  -0.2238
O7 0.05065 -2.35728 0.03709  -0.5724
O8 2.30679 -3.29760 0.19643  -0.3288
H1 2.14856 -5.30592 0.27431  0.2708
H2 3.19545 -4.58841 1.55376  0.2667
H3 1.09329 -4.91873 2.80353  0.3244
H4 0.13209 -4.51044 1.36296  0.2866
C3 -1.89578 2.85971 -3.25571  -0.3243
C4 -2.87509 2.21604 -2.27616  -0.4664
O9 -2.17882 2.18607 -1.04905  -0.2306
S2 -0.67776 1.77124 -1.36688  1.0874
O10 -0.61455 0.38800 -1.60906  -0.5882
O11 0.18913 2.39345 -0.45352  -0.3087
O12 -0.59755 2.55077 -2.77350  -0.2643
H5 -1.97849 3.94798 -3.23356  0.2725
H6 -2.07228 2.50359 -4.26987  0.2843
H7 -3.14130 1.19074 -2.55338  0.2985
H8 -3.81503 2.76352 -2.25201  0.3265

---

Below is C4H8ClN in the gas phase, with properties calculated with wB97M-V/def2-TZVPD.

Results
ΔE to the lowest compared entry with this formula, charge and spin = 45.7 kcal/mol
DFT total energy = -18287.79148 eV
SMILES = C/N=C/[C@H](C)Cl
Gap between HOMO and LUMO = 10.275 eV

Each line ends with the Mulliken charge.
Element x y z (Å)
C1 -2.11882 0.60898 0.84707  -0.8359
N1 -0.98307 0.20494 0.16232  -0.2077
C2 0.02664 0.87460 0.14471  -0.2014
C3 1.42937 0.00812 -0.66722  0.0264
C4 1.16297 -1.51284 -0.61817  -0.9569
Cl1 2.97065 0.51122 0.00332  -0.1919
H1 -2.51118 -0.22366 1.26654  0.3082
H2 -2.88954 1.04758 0.02595  0.2163
H3 -1.99325 1.31976 1.62573  0.3669
H4 0.19235 1.94549 0.69653  0.2407
H5 1.31561 0.37376 -1.66793  0.3467
H6 2.01227 -1.67538 -1.30646  0.3570
H7 0.16018 -1.68296 -0.96051  0.2785
H8 1.22583 -1.79959 0.44812  0.2532

---

Below is a molecular structure, C4H8ClN, with properties calculated with wB97M-V/def2-TZVPD.

Results
ΔE to the lowest compared entry with this formula, charge and spin = 20.3 kcal/mol
DFT total energy = -18288.89099 eV
Gap between HOMO and LUMO = 10.225 eV

Each line ends with the Mulliken charge.
Element x y z (Å)
C1 1.82125 -0.08987 -0.44183  -0.8628
C2 -0.42179 1.04632 0.10117  -0.4921
C3 -1.52196 0.11359 0.59023  0.0028
C4 -0.46987 -0.98545 0.28456  -0.6828
H1 1.53431 -0.18328 -1.53179  0.3240
H2 2.57657 0.70289 -0.34015  0.2876
H3 2.33872 -1.01051 -0.14635  0.2965
H4 -0.33346 2.03728 0.59641  0.2980
H5 -0.52676 1.21384 -1.02168  0.2818
H6 -1.72346 0.30446 1.61378  0.3603
H7 -0.41058 -1.88250 0.88346  0.3337
H8 -0.45202 -1.26442 -0.75789  0.3387
N1 0.67700 0.05689 0.44406  -0.2696
Cl1 -3.08796 -0.05925 -0.27397  -0.2159